40
Properties=species:S:1:pos:R:3 method="wB97M-V/def2-TZVPD" molar_mass_g_mol=336.42 e_above_lowest_kj_mol=111.9 gap_ha=0.301
C -0.67673 -3.31018 -1.13409
C -1.10196 -2.64321 0.13624
C -0.78043 -1.24211 0.25995
N -0.12527 -0.63248 -0.64694
N 0.17278 0.65876 -0.48862
C 0.92304 1.35855 -1.39762
O 1.35144 0.90417 -2.43318
C 1.16006 2.74547 -0.94786
C 1.93180 3.72120 -1.59976
C 1.87007 4.83699 -0.78062
C 2.47082 6.13054 -0.91473
C 2.40242 7.20474 -0.06528
C 3.13617 8.31435 -0.52556
C 3.75296 8.07782 -1.71315
S 3.45280 6.49356 -2.30001
N 1.09019 4.47682 0.27374
N 0.65885 3.22745 0.18901
C -1.70531 -3.25665 1.17550
C -2.09750 -4.65037 1.29686
C -2.56655 -5.41261 0.22554
C -2.92100 -6.73684 0.40533
C -2.81482 -7.32986 1.65201
C -2.37281 -6.57945 2.73011
C -2.02999 -5.25395 2.55659
H -1.45987 -3.22728 -1.88663
H 0.20029 -2.79990 -1.52250
H -0.45459 -4.36151 -0.96993
H -1.11173 -0.72300 1.17033
H -0.12873 1.16228 0.35077
H 2.45275 3.61195 -2.52712
H 1.84977 7.20666 0.85755
H 3.20200 9.24682 0.00550
H 4.37060 8.74158 -2.28435
H 0.82895 5.04513 1.06373
H -1.88121 -2.66835 2.06993
H -2.69171 -4.95654 -0.74286
H -3.28559 -7.31065 -0.43455
H -3.08555 -8.36667 1.78643
H -2.30048 -7.03036 3.70937
H -1.68590 -4.67290 3.40089

=====

46
Properties=species:S:1:pos:R:3 method="wB97M-V/def2-TZVPD" s2=0.751 molar_mass_g_mol=633.67 spin_multiplicity=2 gap_ha="0.225 / 0.213" charge=+1
Yb -0.56029 0.19523 -0.31520
C -2.46087 -0.79511 -4.10393
C -1.46176 0.10773 -3.43756
C -0.08741 -0.15001 -3.50898
C 0.84739 0.76094 -3.02320
C 0.42123 1.97507 -2.48320
C -0.94270 2.24402 -2.39735
C -1.87307 1.30611 -2.84548
H -2.68816 -0.40193 -5.09697
H -3.39841 -0.83617 -3.55095
H -2.07962 -1.80732 -4.23087
H 0.25625 -1.01770 -4.05949
H 1.90555 0.57624 -3.15566
H 1.14089 2.72921 -2.20382
H -1.28395 3.20159 -2.02954
H -2.92614 1.55499 -2.81564
N -1.70603 0.41830 3.23653
C -0.54486 -0.19378 3.07289
N 0.27549 -0.20302 4.11296
C 1.40246 -0.88188 3.97367
N 2.28733 -0.87461 4.96343
N 1.70636 -1.62879 2.88257
C 0.86248 -1.54073 1.89440
N -0.27703 -0.82241 1.87270
C 1.20792 -2.33070 0.68351
C 2.08105 -3.40146 0.79592
C 2.38698 -4.14428 -0.33043
C 1.80392 -3.78991 -1.53689
C 0.95297 -2.70407 -1.56642
N 0.65378 -1.96960 -0.48773
H -1.85880 0.89282 4.11024
H -2.35053 0.55777 2.47206
H 2.10811 -0.32783 5.78703
H 3.14982 -1.37628 4.85390
H 2.49874 -3.63110 1.76404
H 3.06439 -4.98506 -0.26992
H 2.00084 -4.34248 -2.44437
H 0.47965 -2.40902 -2.49089
O -1.07095 6.38771 2.72638
C -0.99393 5.29377 2.25294
S -2.38691 4.35215 1.68529
C -1.48701 2.97556 1.05914
C -0.14215 3.02929 1.16230
S 1.07494 1.84110 0.70267
S 0.54104 4.46951 1.89997
S -2.52902 1.69614 0.41993

=====

36
Properties=species:S:1:pos:R:3 method="wB97M-V/def2-TZVPD" s2=6.066 molar_mass_g_mol=555.00 spin_multiplicity=5 e_above_lowest_kj_mol=0.0 gap_ha="0.352 / 0.234" charge=+4
Pt -0.82666 0.92961 0.91133
C 0.86342 1.27720 2.35042
C 0.58742 -0.09525 2.36945
C 1.48836 -1.00110 1.69279
C 2.62631 -0.52163 1.00886
C 2.90283 0.83077 0.98895
C 2.04047 1.73452 1.63700
H 0.40866 1.95340 3.06926
H -0.12001 -0.51193 3.08068
H 1.31317 -2.06963 1.76292
H 3.28453 -1.23459 0.52521
H 3.78713 1.20805 0.48821
H 2.26633 2.79565 1.63204
Te -2.76842 1.18357 -0.93706
C -4.58346 0.39075 -0.13323
C -5.35717 -0.37100 -1.01202
C -6.60194 -0.98296 -0.58322
C -7.06758 -0.80862 0.70433
C -6.29886 -0.07117 1.58395
C -5.04829 0.53634 1.16196
C -3.29803 3.24232 -1.18642
C -3.39374 3.67816 -2.47477
C -3.73711 5.05845 -2.73220
C -4.02481 5.96391 -1.67270
C -3.91285 5.52183 -0.38276
C -3.56042 4.17628 -0.13033
H -5.05914 -0.53213 -2.04310
H -7.14169 -1.58411 -1.30735
H -7.99816 -1.25921 1.02721
H -6.60322 0.06414 2.61605
H -4.50688 1.10704 1.90750
H -3.21224 3.03577 -3.32913
H -3.75450 5.42498 -3.75418
H -4.30466 6.98273 -1.91310
H -4.09969 6.19432 0.44599
H -3.50548 3.83954 0.89876

=====

50
Properties=species:S:1:pos:R:3 method="wB97M-V/def2-TZVPD" molar_mass_g_mol=565.56 e_above_lowest_kj_mol=190.6 gap_ha=0.262
Ba -1.33149 0.17909 -0.32184
C -3.31853 -4.23646 -0.99637
C -3.44547 -2.84615 -1.12075
N -2.38518 -2.21413 -0.62307
N -1.55419 -3.18948 -0.16596
C -2.09267 -4.40467 -0.38753
B -0.13026 -2.90791 0.40325
N -0.22308 -2.03697 1.70052
C 0.43212 -2.26750 2.85768
C -0.02013 -1.38014 3.80931
C -0.98601 -0.62188 3.13757
N -1.10512 -1.01357 1.87114
N 0.74680 -2.27260 -0.74081
C 1.91550 -2.76966 -1.19817
C 2.25018 -2.12318 -2.36696
C 1.19547 -1.22617 -2.56614
N 0.29581 -1.30781 -1.59007
H -4.01356 -5.00087 -1.30134
H -4.26238 -2.27664 -1.54362
H -1.56236 -5.29852 -0.09609
H 0.38817 -3.95317 0.70485
H 1.17841 -3.04408 2.92021
H 0.32263 -1.28203 4.82516
H -1.59786 0.18848 3.50942
H 2.43118 -3.54490 -0.65312
H 3.13108 -2.27000 -2.96791
H 1.04713 -0.53218 -3.38210
N 0.82439 1.06489 0.42420
C 1.79990 0.62041 0.87555
C 2.97345 0.07243 1.41374
C 3.13334 0.00236 2.83097
N 3.25581 -0.05077 3.97833
C 3.98542 -0.40806 0.52836
N 4.79437 -0.79537 -0.20017
C -1.61010 4.71447 1.29538
N -1.02316 4.27221 0.02492
C -0.10262 5.00925 -0.64401
C 0.47156 4.57385 -1.78136
C 0.08082 3.28213 -2.23283
N -0.83642 2.56514 -1.60112
C -1.39663 3.03324 -0.46131
O -2.22373 2.35594 0.18644
N 0.63675 2.74754 -3.33027
H -1.33122 5.75212 1.45681
H -1.24042 4.10071 2.11314
H -2.68949 4.62195 1.25262
H 0.14187 5.96662 -0.20463
H 1.20506 5.17058 -2.30174
H 1.41767 3.18940 -3.77934
H 0.42717 1.79207 -3.56096

=====

48
Properties=species:S:1:pos:R:3 method="wB97M-V/def2-TZVPD" molar_mass_g_mol=586.25 e_above_lowest_kj_mol=119.8 gap_ha=0.253 charge=-1
K 0.35554 -0.90672 -0.35899
O 1.18080 3.26511 -2.33748
C 0.19133 4.05473 -1.87977
C 0.11096 5.37179 -2.33308
C -0.87482 6.21490 -1.85466
C -1.79608 5.76167 -0.91641
C -1.72766 4.45191 -0.47269
C -0.75121 3.58053 -0.94811
C -0.67719 2.15491 -0.51229
O 0.34951 1.47949 -0.83669
N -1.69032 1.73754 0.23769
N -1.66383 0.41812 0.49683
C -2.31391 -0.01571 1.50625
C -2.27392 -1.43375 1.83717
C -3.04724 -1.94273 2.88768
C -2.92307 -3.27566 3.23209
C -2.04407 -4.07858 2.51793
C -1.33892 -3.49819 1.47102
N -1.44709 -2.22148 1.13718
H 1.13102 2.44120 -1.75819
H 0.84320 5.71646 -3.05301
H -0.91654 7.23843 -2.20924
H -2.56388 6.42743 -0.54191
H -2.43780 4.06486 0.24403
H -2.86926 0.65497 2.16712
H -3.72655 -1.28572 3.41627
H -3.50606 -3.68840 4.04658
H -1.91519 -5.12369 2.76441
H -0.66074 -4.09131 0.86356
O 3.46400 -0.11623 2.75956
C 2.46286 -0.75082 2.11656
O 1.34282 -0.32417 2.07289
C 2.93797 -2.03610 1.48624
O 1.91190 -2.54219 0.69774
C 2.29749 -3.62077 -0.14684
C 1.30778 -3.74205 -1.36209
O 1.17780 -4.88406 -1.82220
O 0.81799 -2.65392 -1.73990
H 3.10436 0.71126 3.10787
H 3.23183 -2.72546 2.29173
H 3.83693 -1.81935 0.89404
H 2.33488 -4.56448 0.40549
H 3.28998 -3.43125 -0.57852
Br -0.66601 -0.34771 -3.28268
C 1.12694 -0.16782 -3.96272
Br 2.53609 -0.33400 -2.66251
H 1.20848 0.82271 -4.38994
H 1.27889 -0.94572 -4.69802

=====

45
Properties=species:S:1:pos:R:3 method="wB97M-V/def2-TZVPD" molar_mass_g_mol=449.26 e_above_lowest_kj_mol=422.7 gap_ha=0.295 smiles="O=C(CCCC(=O)Nc1cccc(Br)c1)N/N=C/c1cc([N+](=O)[O-])ccc1O"
O -4.86115 -2.18659 -0.31071
C -4.01123 -1.35216 -0.52664
C -4.23938 0.13020 -0.32625
C -3.25334 0.82632 0.61828
C -2.92404 -0.00962 1.87251
C -1.52025 -0.57938 1.77240
O -1.27623 -1.74660 1.57485
N -0.56688 0.39436 1.90937
C 0.81377 0.30181 1.76723
C 1.57683 1.44482 2.01279
C 2.94754 1.42313 1.84613
C 3.58675 0.26988 1.42146
C 2.81822 -0.85541 1.18770
Br 3.66857 -2.43603 0.55743
C 1.44842 -0.86938 1.36132
N -2.79712 -1.74399 -1.02036
N -1.76076 -0.93373 -1.22375
C -0.64848 -1.43916 -1.59080
C 0.53556 -0.62186 -1.72588
C 0.53248 0.71865 -1.36752
C 1.70352 1.45929 -1.38994
N 1.68631 2.80866 -0.91559
O 0.65480 3.21707 -0.41601
O 2.70516 3.46075 -1.01025
C 2.90206 0.88655 -1.81011
C 2.91593 -0.43750 -2.18787
C 1.75338 -1.20866 -2.13830
O 1.75535 -2.50927 -2.46458
H -5.25536 0.22681 0.06076
H -4.19470 0.61203 -1.30510
H -3.69585 1.77920 0.91328
H -2.33437 1.04248 0.07383
H -3.62639 -0.83707 1.97373
H -2.99162 0.60481 2.77190
H -0.89906 1.33147 2.09445
H 1.08665 2.35656 2.32036
H 3.52580 2.31447 2.03332
H 4.65501 0.24806 1.27651
H 0.87187 -1.76135 1.18187
H -2.66851 -2.75624 -1.11510
H -0.52753 -2.51041 -1.76371
H -0.38911 1.17946 -1.05249
H 3.80043 1.48336 -1.81958
H 3.84099 -0.90063 -2.50095
H 2.65593 -2.82516 -2.61999